6 unconnected molecules or ions with the total composition C29H28F40O7S. Source: OMol25; level of theory: ωB97M-V/def2-TZVPD.

Positions of all 105 atoms, in Å:
1 C -0.4256 0.4009 -1.4633
2 C -1.2787 -0.9096 -1.6095
3 C -0.3319 -2.0566 -1.7344
4 S 1.2979 -1.4808 -0.9643
5 O 2.2387 -1.2955 -2.0249
6 O 1.6792 -2.3771 0.0859
7 C 0.6246 0.1368 -0.3181
8 H -1.1216 1.1740 -1.1376
9 H 0.1595 0.6221 -2.3559
10 H -1.8926 -0.8525 -2.5084
11 H -1.8859 -1.0674 -0.7182
12 H -0.0996 -2.3526 -2.7574
13 H -0.5800 -2.9627 -1.1816
14 H 1.2265 1.0005 -0.0355
15 H 0.0773 -0.1593 0.5769
16 C -2.2736 6.0410 -0.8245
17 C -1.5580 4.7854 -0.3017
18 C -0.3499 4.1980 -1.0345
19 F 0.7100 4.9880 -1.2033
20 F 0.0935 3.0813 -0.6180
21 F -1.1157 4.9687 0.9493
22 F -2.4878 3.8271 -0.1139
23 O -2.8002 5.8626 -2.1867
24 C -4.0685 6.3187 -2.5636
25 C -4.4801 6.1946 -4.0231
26 F -4.2235 5.0067 -4.4472
27 F -5.5150 6.8257 -4.5441
28 F -5.0986 5.9006 -1.7190
29 F -3.8414 7.6077 -2.2939
30 H -1.4602 6.7634 -0.8929
31 H -3.0324 6.4309 -0.1459
32 H -0.7143 4.1209 -2.0588
33 H -3.7201 6.7139 -4.6069
34 C 4.4324 -1.5292 4.6676
35 C 3.2997 -1.6301 3.4995
36 C 3.3442 -0.3713 2.5125
37 F 2.1180 0.1628 2.3842
38 F 4.2606 0.4934 2.6102
39 F 3.6445 -2.8150 2.9242
40 F 2.0748 -1.8645 4.0578
41 O 4.3156 -0.4948 5.5677
42 C 5.1310 -0.6179 6.7440
43 C 5.0188 0.7627 7.5032
44 F 3.7679 1.3381 7.5146
45 F 5.5918 0.8474 8.6992
46 F 4.5880 -1.6568 7.4222
47 F 6.3761 -0.9090 6.5054
48 H 5.3820 -1.5313 4.1326
49 H 4.6045 -2.4806 5.1709
50 H 3.4908 -0.5782 1.4524
51 H 5.4882 1.5967 6.9813
52 C -3.8350 -5.6639 1.4743
53 C -3.0968 -6.9146 0.9883
54 C -1.5569 -6.6427 0.9659
55 F -1.0996 -5.9656 2.0636
56 F -0.9291 -7.8542 0.7886
57 F -3.4448 -7.8790 1.7962
58 F -3.4995 -7.1870 -0.2405
59 O -3.9227 -4.5436 0.5243
60 C -4.6015 -3.3520 0.8912
61 C -6.0220 -3.0617 0.2663
62 F -5.9056 -3.3236 -1.0732
63 F -7.0102 -3.7623 0.7744
64 F -4.7413 -3.2083 2.1924
65 F -3.7785 -2.3918 0.5008
66 H -3.4887 -5.3127 2.4463
67 H -4.8782 -5.9433 1.6219
68 H -1.2388 -5.9735 0.1665
69 H -6.1891 -1.9891 0.3648
70 C 3.6940 -1.4861 -7.2997
71 C 3.9126 -1.6808 -5.7804
72 C 2.6373 -2.0880 -4.9682
73 F 1.5479 -1.2584 -4.8379
74 F 2.0543 -3.2233 -5.5189
75 F 4.8041 -2.6515 -5.5608
76 F 4.4614 -0.6241 -5.1712
77 O 3.2137 -0.2061 -7.5505
78 C 3.3643 0.2803 -8.9013
79 C 2.6073 1.6096 -9.2443
80 F 2.2876 2.3981 -8.2147
81 F 3.1018 2.4139 -10.1610
82 F 4.6495 0.4386 -9.1243
83 F 2.7836 -0.6811 -9.6638
84 H 2.9939 -2.2838 -7.5478
85 H 4.6551 -1.5577 -7.8088
86 H 2.9853 -2.2938 -3.9559
87 H 1.5730 1.3348 -9.4512
88 C -0.6486 1.8323 3.4574
89 C -0.1135 2.9004 4.3374
90 C 1.4403 2.8105 4.5666
91 F 2.0721 2.7703 3.3401
92 F 1.9800 3.8845 5.1126
93 F -0.5264 4.0836 3.8971
94 F -0.5526 2.6839 5.5907
95 O -2.0974 1.5565 3.6546
96 C -2.5617 0.2073 3.5967
97 C -3.4221 -0.1058 4.8169
98 F -4.0748 -1.1581 4.7058
99 F -2.7161 -0.1405 5.9895
100 F -3.2584 0.1931 2.4706
101 F -1.4841 -0.6640 3.1741
102 H -0.0555 0.9394 3.6554
103 H -0.4472 1.9477 2.3924
104 H 1.8079 1.8769 4.9924
105 H -4.1107 0.7324 4.9239

Force components x, y, z for each atom (eV/Å):
-0.07 -1.22 0.62
1.09 1.12 0.64
-0.63 -1.40 -0.69
1.45 -0.28 0.44
-0.25 0.80 -0.54
-0.67 0.05 0.67
-2.59 0.47 -0.29
0.52 0.41 -0.18
-0.56 0.33 -0.26
-0.05 -0.05 -0.05
-0.14 0.25 -0.09
0.50 0.29 0.00
0.09 0.14 0.24
0.87 -0.54 -0.53
0.23 -0.48 0.23
0.50 0.64 -1.43
-0.50 -0.35 1.51
-2.30 2.93 -4.78
0.72 1.59 0.99
0.71 -3.49 2.26
0.49 1.43 1.28
-0.51 -1.25 -1.01
-0.08 -3.10 -0.56
0.29 1.10 3.64
5.12 3.23 -1.86
-1.45 -4.42 -0.66
-2.71 -0.65 1.15
1.23 0.08 -0.79
-1.95 2.27 -0.25
-0.23 0.44 -0.15
0.08 -0.50 0.16
-0.32 -0.75 -0.41
1.02 0.92 0.96
0.43 -1.39 -1.75
1.92 -0.10 3.41
-2.01 -4.06 -3.78
-1.72 1.17 1.38
2.77 3.17 2.88
-0.14 0.87 -0.99
0.44 0.98 -0.76
0.88 1.56 1.37
-3.63 0.50 -0.20
0.32 2.85 -1.75
-0.56 -1.65 0.70
-0.37 -1.39 0.96
0.41 0.23 0.55
1.16 -0.05 -0.44
0.17 0.84 -0.54
-1.28 -0.40 0.09
0.15 -2.30 -0.19
0.99 -0.90 -1.09
-2.16 1.41 0.43
1.00 3.53 0.14
0.45 -0.55 -0.68
-0.40 -1.04 0.26
-0.20 1.00 0.61
0.01 -1.35 1.02
-0.07 -0.62 -1.31
-0.07 0.07 0.35
-0.08 -2.24 -0.52
1.96 0.47 -1.36
-0.23 -0.08 0.31
-0.28 -0.64 0.46
-0.10 -0.31 1.52
0.58 1.32 -0.86
0.42 -0.12 -0.18
0.04 -0.55 0.13
-0.52 -0.33 -0.55
-0.25 0.05 0.22
0.83 -0.41 0.46
-0.97 0.93 -0.56
-0.99 -1.24 0.27
1.13 0.61 -0.48
1.08 0.57 0.28
-0.03 -1.27 -0.30
-0.31 1.12 0.14
-1.20 2.61 -1.10
-0.75 -0.69 2.36
-3.48 -0.54 0.94
1.21 0.80 2.33
1.29 -0.52 -0.89
0.91 -0.45 -0.87
0.87 0.32 -0.69
0.06 0.03 -0.61
0.10 -0.72 0.17
0.02 -0.26 -0.06
0.22 -0.91 -1.46
-0.74 -2.70 -0.86
0.86 -0.31 0.85
0.88 -0.22 -2.46
-0.38 -0.15 -1.06
-0.61 0.55 1.27
0.15 0.94 0.13
-0.86 0.24 0.79
1.54 -0.85 0.91
3.80 1.78 -2.58
1.81 4.10 1.50
-2.40 -4.80 -0.81
0.50 -0.05 -0.68
-1.94 -0.43 -0.34
-1.31 0.76 2.05
-0.29 -0.22 0.48
-0.24 0.88 0.01
-0.72 0.08 0.98
0.04 0.45 -0.26

Calculated values
* total charge: +1
* LUMO energy (alpha / beta): -0.0988 / -0.3547 hartree
* strongest force on any atom: 0.123 Eh/bohr
* HOMO-LUMO gap (alpha / beta): 10.9098 / 3.9477 eV
* calculated total energy: -6040.7364 hartree
* 2S+1: 2

Löwdin atomic charge list, values in e, 5 entries: atom 1 (C): -0.155, atom 2 (C): -0.154, atom 3 (C): -0.094, atom 4 (S): 0.825, atom 5 (O): -0.189